Density functional theory data (ωB97M-V/def2-TZVPD) for C4H7NS as an isolated structure at a distorted geometry.

Calculated values
ΔE to the lowest compared entry with this formula, charge and spin (kcal per mole): 118.8
DFT total energy (eV): -16581.7796
E_HOMO (alpha / beta) (eV): -7.86 / -7.89

Each line ends with the Löwdin charge.
Geometry (Å):
C: -1.84730 -1.67661 -0.04725  -0.0372
C: -1.37285 -0.45264 0.23323  -0.4492
C: 1.41536 0.08539 -0.28205  -0.0168
C: 1.50751 1.51853 0.05408  -0.5176
N: -0.25450 -0.25630 1.01055  -0.3176
S: 0.09928 1.52328 1.17356  0.8053
H: -2.76493 -1.79047 -0.75937  0.0725
H: -1.39366 -2.67618 0.32483  0.0788
H: -1.83413 0.54883 -0.10963  0.0953
H: 0.83841 -0.31254 -1.06619  0.0594
H: 2.08213 -0.69464 -0.05409  0.0676
H: 2.38601 2.00244 0.38735  0.0491
H: 1.13866 2.18089 -0.86501  0.1106